57
Properties=species:S:1:pos:R:3:nbo_charge:R:1 method="wB97M-V/def2-TZVPD" gap_ev=9.681 multiplicity=1 relative_energy_ev=5.358
C 1.471 -1.808 -0.766 -0.62
C 0.326 -0.808 -0.948 -0.05
C -0.886 -1.126 -0.050 -0.47
C -2.104 -1.613 -0.746 -0.19
C -2.760 -2.700 -0.389 -0.40
N 0.751 0.551 -0.630 -0.68
C 1.787 1.188 -1.444 0.08
O 3.085 1.105 -0.878 -0.75
H 1.161 -2.859 -0.804 0.20
H 2.142 -1.813 -1.632 0.22
H 2.019 -1.533 0.116 0.21
H -0.006 -0.894 -1.989 0.18
H -0.571 -1.831 0.724 0.21
H -0.999 -0.230 0.557 0.24
H -2.331 -1.032 -1.637 0.21
H -2.533 -3.319 0.469 0.19
H -3.639 -3.035 -0.921 0.20
H 1.039 0.694 0.332 0.38
H 1.698 0.674 -2.400 0.17
H 1.492 2.236 -1.534 0.16
H 3.628 0.706 -1.566 0.49
H 1.823 1.691 4.102 0.49
H 1.365 2.076 2.637 0.52
O 1.166 1.529 3.426 -0.99
H -4.074 1.330 1.548 0.53
H -3.302 1.397 0.142 0.52
O -3.580 1.872 0.927 -0.86
H -0.335 -1.298 2.840 0.49
H -0.644 0.198 3.201 0.50
O -1.007 -0.624 2.860 -0.99
H -1.278 -3.958 -3.535 0.48
H -0.476 -3.522 -2.302 0.49
O -0.400 -3.768 -3.230 -0.96
H -0.203 5.458 0.374 0.48
H -0.895 4.024 0.437 0.52
O -0.123 4.534 0.137 -1.01
H -1.550 2.101 1.826 0.44
H -2.876 2.573 1.178 0.43
O -2.051 2.885 1.584 -1.05
H 2.427 -0.784 1.692 0.47
H 1.588 0.062 2.629 0.49
O 1.884 -0.873 2.484 -0.99
H 1.460 3.708 0.846 0.52
H 2.714 2.955 0.749 0.49
O 1.949 2.996 1.315 -0.99
H -3.883 -1.644 2.286 0.48
H -3.132 -0.711 1.460 0.48
O -4.054 -0.905 1.691 -0.95
H -1.240 1.373 -1.347 0.50
H -2.294 2.431 -1.683 0.48
O -2.187 1.491 -1.513 -0.98
H 5.320 -0.757 0.366 0.47
H 4.893 -2.150 0.149 0.47
O 4.688 -1.260 -0.164 -0.94
H 0.783 -1.659 -4.297 0.46
H 1.231 -3.092 -4.177 0.49
O 1.526 -2.229 -4.501 -0.96